a | One molecule with the formula C2H3ClOS. Source: OMol25; level of theory: the ωB97M-V functional and the def2-TZVPD basis.

Its SMILES is C=COSCl. The calculation puts the LUMO energy at 0.34 eV. The calculation puts the orbital gap at 9.1416 eV.

Each atom is followed by the atoms it is bonded to, with distances in Å.
Positions of all 8 atoms, in Å:
1 C 0.78 1.40 -0.47  C2 1.301, H6 1.088, H7 1.136
2 C 0.55 0.18 -0.07  C1 1.301, O3 1.713, H8 1.110
3 O -0.95 -0.08 0.71  C2 1.713, S4 1.568
4 S -1.05 -1.50 1.36  O3 1.568, Cl5 2.093
5 Cl -1.80 -2.76 -0.14  S4 2.093
6 H 1.68 1.58 -1.05  C1 1.088
7 H -0.17 2.02 -0.39  C1 1.136
8 H 0.98 -0.83 0.05  C2 1.110

Charges per atom according to natural (NBO) partitioning, unit e: atom 1 (C): -0.48, atom 2 (C): 0.14, atom 3 (O): -0.73, atom 4 (S): 0.60, atom 5 (Cl): -0.25, atom 6 (H): 0.25, atom 7 (H): 0.26, atom 8 (H): 0.22

b | One molecule with the formula C2H3ClOS. Source: OMol25; level of theory: the ωB97M-V functional and the def2-TZVPD basis.

Its SMILES is OC(=S)CCl. The calculation puts the LUMO energy at -0.66 eV. The calculation puts the orbital gap at 8.5098 eV.

Each atom is followed by the atoms it is bonded to, with distances in Å.
Positions of all 8 atoms, in Å:
1 C 0.15 0.62 -0.43  C2 1.457, O6 1.356, S7 1.647
2 C -0.49 -0.10 0.66  C1 1.457, H4 1.150, H5 1.166, Cl8 1.831
3 H 1.43 -0.62 -0.83  O6 0.953
4 H 0.18 -0.09 1.59  C2 1.150
5 H -1.62 0.03 0.92  C2 1.166
6 O 1.44 0.32 -0.72  C1 1.356, H3 0.953
7 S -0.59 1.73 -1.40  C1 1.647
8 Cl -0.50 -1.88 0.21  C2 1.831

Charges per atom according to natural (NBO) partitioning, unit e: atom 1 (C): 0.17, atom 2 (C): -0.46, atom 3 (H): 0.49, atom 4 (H): 0.25, atom 5 (H): 0.28, atom 6 (O): -0.67, atom 7 (S): 0.03, atom 8 (Cl): -0.08

c | One molecule with the formula C2H3ClOS. Source: OMol25; level of theory: the ωB97M-V functional and the def2-TZVPD basis.

Its SMILES is OC(=S)CCl. The calculation puts the LUMO energy at -0.28 eV. The calculation puts the orbital gap at 8.5463 eV.

Each atom is followed by the atoms it is bonded to, with distances in Å.
Positions of all 8 atoms, in Å:
1 C -0.74 0.27 -0.16  C2 1.439, O6 1.255, S7 1.678
2 C 0.22 -0.78 0.04  C1 1.439, H4 1.135, H5 1.002, Cl8 1.969
3 H 0.59 1.69 -0.08  O6 1.145
4 H 0.46 -1.25 1.05  C2 1.135
5 H 0.42 -1.46 -0.67  C2 1.002
6 O -0.53 1.49 0.04  C1 1.255, H3 1.145
7 S -2.39 -0.07 -0.10  C1 1.678
8 Cl 1.96 0.13 -0.12  C2 1.969

Charges per atom according to natural (NBO) partitioning, unit e: atom 1 (C): 0.22, atom 2 (C): -0.32, atom 3 (H): 0.49, atom 4 (H): 0.28, atom 5 (H): 0.24, atom 6 (O): -0.61, atom 7 (S): -0.10, atom 8 (Cl): -0.19

Most stable one: b, least stable one: a.

a | A 2-piece molecular cluster, C3H6N4O overall. Source: OMol25; level of theory: the ωB97M-V functional and the def2-TZVPD basis.

The calculation puts the LUMO energy at 0.19 eV. The calculation puts the orbital gap at 9.3311 eV.

Each atom is followed by the atoms it is bonded to, with distances in Å.
Positions of all 14 atoms, in Å:
1 C 0.31 -0.73 -0.04  N10 1.370, N11 1.238, N13 1.414
2 C -0.54 1.27 0.61  C3 1.566, H6 1.059, H7 1.087, N11 1.486
3 C -0.25 1.80 -0.83  C2 1.566, H8 1.099, N12 1.317
4 H -1.46 -1.61 1.24  no bonds
5 H 1.27 -2.56 -0.01  N10 1.064
6 H -1.56 1.55 0.70  C2 1.059
7 H 0.15 1.61 1.38  C2 1.087
8 H -0.45 2.87 -0.96  C3 1.099
9 H 1.19 -0.51 -1.79  N13 0.982
10 N 0.31 -2.10 0.07  C1 1.370, H5 1.064, O14 1.580
11 N -0.56 -0.21 0.68  C1 1.238, C2 1.486
12 N 0.45 1.08 -1.69  C3 1.317, N13 1.529
13 N 1.16 -0.04 -0.93  C1 1.414, H9 0.982, N12 1.529
14 O -0.05 -2.43 1.57  N10 1.580

Charges per atom according to natural (NBO) partitioning, unit e: atom 1 (C): 0.53, atom 2 (C): -0.31, atom 3 (C): 0.07, atom 4 (H): 0.49, atom 5 (H): 0.38, atom 6 (H): 0.22, atom 7 (H): 0.23, atom 8 (H): 0.21, atom 9 (H): 0.39, atom 10 (N): -0.38, atom 11 (N): -0.51, atom 12 (N): -0.24, atom 13 (N): -0.48, atom 14 (O): -0.59

b | One molecule with the formula C3H6N4O. Source: OMol25; level of theory: the ωB97M-V functional and the def2-TZVPD basis.

Its SMILES is Nc1cn(N)[nH]c1=O. The calculation puts the LUMO energy at 0.64 eV. The calculation puts the orbital gap at 8.0236 eV.

Each atom is followed by the atoms it is bonded to, with distances in Å.
Positions of all 14 atoms, in Å:
1 C 0.61 -0.25 -0.44  C2 1.377, N5 1.348, H9 1.075
2 C 0.65 0.09 0.90  C1 1.377, C3 1.404, N6 1.404
3 C -0.58 0.57 1.36  C2 1.404, N4 1.758, O8 1.191
4 N -1.47 0.59 -0.16  C3 1.758, N5 1.369, H10 1.012
5 N -0.61 -0.09 -0.98  C1 1.348, N4 1.369, N7 1.392
6 N 1.77 -0.02 1.75  C2 1.404, H11 1.011, H12 1.010
7 N -0.94 -0.17 -2.33  N5 1.392, H13 1.015, H14 1.021
8 O -1.12 0.96 2.35  C3 1.191
9 H 1.42 -0.63 -1.03  C1 1.075
10 H -2.40 0.20 -0.10  N4 1.012
11 H 2.34 -0.82 1.56  N6 1.011
12 H 1.49 0.03 2.72  N6 1.010
13 H -0.62 -1.05 -2.72  N7 1.015
14 H -0.55 0.61 -2.87  N7 1.021

Charges per atom according to natural (NBO) partitioning, unit e: atom 1 (C): 0.01, atom 2 (C): -0.11, atom 3 (C): 0.65, atom 4 (N): -0.52, atom 5 (N): -0.06, atom 6 (N): -0.81, atom 7 (N): -0.64, atom 8 (O): -0.57, atom 9 (H): 0.21, atom 10 (H): 0.38, atom 11 (H): 0.37, atom 12 (H): 0.39, atom 13 (H): 0.36, atom 14 (H): 0.35

c | One molecule with the formula C3H6N4O. Source: OMol25; level of theory: the ωB97M-V functional and the def2-TZVPD basis.

The calculation puts the LUMO energy (spin up / spin down) at -0.46 / -0.49 eV. The calculation puts the orbital gap (spin up / spin down) at 7.3367 / 7.2599 eV.

Each atom is followed by the atoms it is bonded to, with distances in Å.
Positions of all 14 atoms, in Å:
1 C 0.93 -0.63 0.39  C2 1.443, N6 1.306, H9 1.147
2 C 1.31 0.34 1.39  C1 1.443, N7 1.402, O8 1.349
3 C -1.04 0.17 -2.52  N5 1.469, H10 1.064, H11 1.108, H12 1.112
4 N 0.12 2.15 0.38  O8 1.323
5 N -0.17 -0.62 -1.64  C3 1.469, N6 1.204
6 N 0.17 -0.18 -0.57  C1 1.306, N5 1.204
7 N 2.29 0.04 2.34  C2 1.402, H13 1.082, H14 0.995
8 O 0.97 1.64 1.26  C2 1.349, N4 1.323
9 H 1.54 -1.58 0.61  C1 1.147
10 H -2.03 0.13 -2.15  C3 1.064
11 H -0.53 1.15 -2.46  C3 1.108
12 H -0.97 -0.17 -3.58  C3 1.112
13 H 2.40 0.89 3.00  N7 1.082
14 H 1.95 -0.66 2.96  N7 0.995

Charges per atom according to natural (NBO) partitioning, unit e: atom 1 (C): -0.21, atom 2 (C): 0.51, atom 3 (C): -0.45, atom 4 (N): 0.06, atom 5 (N): -0.19, atom 6 (N): -0.16, atom 7 (N): -0.80, atom 8 (O): -0.37, atom 9 (H): 0.20, atom 10 (H): 0.21, atom 11 (H): 0.21, atom 12 (H): 0.21, atom 13 (H): 0.39, atom 14 (H): 0.39

d | One molecule with the formula C3H6N4O. Source: OMol25; level of theory: the ωB97M-V functional and the def2-TZVPD basis.

Its SMILES is Nc1cc(N)n(O)n1. The calculation puts the LUMO energy at 0.70 eV. The calculation puts the orbital gap at 8.7664 eV.

Each atom is followed by the atoms it is bonded to, with distances in Å.
Positions of all 14 atoms, in Å:
1 C -0.32 1.01 -0.60  C2 1.389, N10 1.451, N13 1.312
2 C -1.07 0.12 0.16  C1 1.389, C3 1.399, H6 1.007
3 C -0.03 -0.77 0.45  C2 1.399, N11 1.392, N12 1.269
4 H -0.18 2.76 -1.82  N10 1.055
5 H -1.88 2.09 -1.34  N10 1.041
6 H -2.03 0.24 0.44  C2 1.007
7 H -1.03 -2.33 1.37  N11 1.029
8 H 0.65 -2.59 1.20  N11 1.061
9 H 2.56 -0.38 0.92  O14 0.990
10 N -0.85 2.21 -1.21  C1 1.451, H4 1.055, H5 1.041
11 N -0.11 -1.86 1.31  C3 1.392, H7 1.029, H8 1.061
12 N 1.01 -0.42 -0.18  C3 1.269, N13 1.345, O14 1.411
13 N 0.96 0.78 -0.79  C1 1.312, N12 1.345
14 O 2.32 -0.87 0.10  H9 0.990, N12 1.411

Charges per atom according to natural (NBO) partitioning, unit e: atom 1 (C): 0.34, atom 2 (C): -0.47, atom 3 (C): 0.35, atom 4 (H): 0.41, atom 5 (H): 0.39, atom 6 (H): 0.23, atom 7 (H): 0.39, atom 8 (H): 0.40, atom 9 (H): 0.47, atom 10 (N): -0.86, atom 11 (N): -0.82, atom 12 (N): 0.06, atom 13 (N): -0.37, atom 14 (O): -0.52

Most stable one: b, least stable one: c.